# 1
{"formula": "C5H12O2", "method": "ωB97M-V/def2-TZVPD", "relative_energy_kcal_mol": 223.19, "e_homo_ev": -9.95, "lumo_ev": -0.44, "species": ["C", "C", "C", "C", "C", "H", "H", "H", "H", "H", "H", "H", "H", "H", "H", "H", "H", "O", "O"], "coordinates": [[0.67618, -1.19019, -0.99696], [0.39145, -0.06464, 0.02680], [1.18520, 1.11352, -0.12323], [0.78726, -0.63572, 1.45728], [-1.01643, 0.48484, -0.11326], [1.92919, -1.21713, -1.28782], [0.38185, -2.27116, -0.48413], [-0.03849, -1.15609, -2.11110], [2.36989, 0.95362, -0.54872], [1.19994, 1.62230, 0.72515], [0.93692, 1.89951, -0.97103], [-0.20202, -1.08185, 1.92728], [1.71520, -1.28705, 1.68798], [0.92609, 0.50067, 1.99752], [-1.22967, 1.17705, -1.01230], [-1.26559, 1.27603, 0.56311], [-3.35017, 0.41049, -1.12890], [-2.02832, -0.53601, 0.11259], [-3.36847, 0.00180, 0.27974]], "forces_ev_per_angstrom": [[0.360, -2.618, -2.448], [-0.171, -3.229, -0.540], [5.224, 2.175, -7.591], [-2.179, 2.823, 2.473], [-2.713, 0.446, 0.413], [-3.851, 0.016, 0.791], [0.824, 2.786, -1.534], [2.388, 0.131, 3.449], [-3.029, -0.079, 1.767], [0.443, 2.550, 3.483], [-0.325, -1.670, 1.446], [2.253, 0.546, -0.790], [-1.608, 1.163, -1.100], [-0.207, -3.742, -0.390], [0.479, -1.940, -0.101], [0.437, 0.328, 1.536], [-0.974, -1.169, 5.255], [0.449, -0.201, 0.296], [2.198, 1.684, -6.414]]}


# 2
{"formula": "C5H12O2", "method": "ωB97M-V/def2-TZVPD", "relative_energy_kcal_mol": 40.71, "smiles": "CC[C@@H](O)CC=O.[H][H]", "e_homo_ev": -10.06, "lumo_ev": 0.81, "species": ["C", "C", "C", "O", "C", "C", "O", "H", "H", "H", "H", "H", "H", "H", "H", "H", "H", "H", "H"], "coordinates": [[-2.03595, -1.48555, 0.75681], [-0.56467, -1.25765, 0.41514], [-0.39972, -0.02081, -0.48358], [-0.84315, 1.15428, 0.17325], [1.03891, 0.19541, -0.98310], [2.03104, 0.35953, 0.15380], [1.73023, 0.89114, 1.20634], [-2.45428, -0.61205, 1.26652], [-2.62669, -1.65227, -0.15164], [-2.16718, -2.35824, 1.40333], [0.00896, -1.12955, 1.34460], [-0.14917, -2.14865, -0.07959], [-1.07090, -0.14777, -1.34876], [-0.21738, 1.28899, 0.90496], [1.03305, 1.12478, -1.57076], [1.38849, -0.59824, -1.64848], [3.05442, -0.06548, 0.04012], [1.33651, 3.43968, -0.91951], [0.90747, 3.02246, -0.47945]], "forces_ev_per_angstrom": [[-0.086, -0.037, 0.009], [-0.030, -0.026, 0.049], [0.009, -0.288, 0.061], [-0.001, -0.014, 0.168], [0.200, -0.020, -0.040], [-0.443, 0.082, 0.528], [0.356, -0.256, -0.554], [0.088, -0.140, -0.077], [0.082, 0.014, 0.107], [0.033, 0.108, -0.065], [-0.071, 0.078, -0.216], [-0.083, 0.221, -0.037], [0.292, 0.076, 0.147], [-0.145, 0.068, -0.107], [0.156, -0.179, 0.114], [-0.116, -0.057, 0.058], [-0.248, 0.207, -0.149], [0.009, 0.050, 0.032], [-0.005, 0.113, -0.028]]}


# 3
{"formula": "C5H12O2", "method": "ωB97M-V/def2-TZVPD", "relative_energy_kcal_mol": 23.59, "smiles": "CC[C@@H](O)[C@@H](C)O", "e_homo_ev": -9.78, "lumo_ev": 0.84, "species": ["C", "C", "C", "O", "C", "C", "O", "H", "H", "H", "H", "H", "H", "H", "H", "H", "H", "H", "H"], "coordinates": [[2.07301, 0.96186, 0.89181], [0.98855, -0.03297, 1.32012], [0.19006, -0.67540, 0.17743], [-0.62903, -1.72258, 0.64158], [-0.85686, 0.25542, -0.51562], [-1.09226, -0.21242, -1.95130], [-2.05997, 0.22855, 0.35262], [2.86278, 0.48211, 0.29892], [1.66354, 1.78697, 0.29711], [2.55609, 1.40968, 1.76870], [1.44861, -0.84759, 1.89498], [0.26910, 0.45396, 1.98736], [0.92164, -1.07572, -0.55333], [-1.43414, -1.19274, 0.87377], [-0.59699, 1.31178, -0.46498], [-0.98031, -1.30045, -2.04567], [-2.09191, 0.07503, -2.28307], [-0.37531, 0.25180, -2.64228], [-2.85659, -0.15730, -0.04813]], "forces_ev_per_angstrom": [[-0.050, 0.023, -0.051], [-0.124, 0.027, 0.059], [-0.022, 0.281, -0.023], [0.143, -0.247, 0.359], [-0.160, 0.187, 0.092], [-0.187, 0.062, 0.088], [0.131, 0.171, -0.525], [-0.205, 0.026, 0.072], [0.035, -0.120, 0.053], [-0.116, -0.111, -0.155], [-0.143, 0.108, -0.136], [0.081, 0.014, 0.041], [-0.510, 0.182, 0.065], [0.414, -0.947, 0.254], [0.314, -0.042, -0.233], [-0.143, 0.241, 0.158], [0.011, 0.000, -0.100], [-0.109, -0.047, 0.302], [0.640, 0.192, -0.320]]}


# 4
{"formula": "C5H12O2", "method": "ωB97M-V/def2-TZVPD", "relative_energy_kcal_mol": 40.68, "smiles": "CC(C)CC=O.O", "e_homo_ev": -9.83, "lumo_ev": 0.75, "species": ["C", "C", "C", "C", "C", "O", "H", "H", "H", "H", "H", "H", "H", "H", "H", "H", "O", "H", "H"], "coordinates": [[1.01965, -0.38968, -2.07245], [0.45912, 0.38250, -0.83692], [0.40605, 1.90615, -1.04494], [-0.74876, -0.32969, -0.25925], [-1.63547, 0.29540, 0.80075], [-2.41137, -0.50868, 1.29467], [1.90520, 0.16892, -2.32127], [0.14689, -0.46351, -2.73487], [1.32140, -1.40192, -1.76753], [1.12342, 0.36404, 0.07395], [-0.24025, 2.23426, -1.89136], [0.13816, 2.44478, -0.13488], [1.37902, 2.28449, -1.33521], [-0.51483, -1.30727, 0.17776], [-1.48508, -0.59302, -1.06776], [-1.62026, 1.29452, 1.25988], [2.02104, -1.20023, 2.00123], [1.22161, -1.50358, 1.58630], [1.97264, -0.64002, 2.76796]], "forces_ev_per_angstrom": [[-0.880, 0.219, 2.374], [1.223, 0.116, 1.863], [-0.932, 0.019, -1.116], [-1.281, 0.636, -1.335], [-0.606, -2.191, 0.933], [-0.056, 1.054, 0.099], [0.122, -0.005, -1.155], [0.844, 0.203, -0.605], [-0.119, 0.221, -0.172], [0.329, -0.465, -1.181], [-0.008, -0.268, 0.637], [-0.223, -0.079, -0.075], [0.427, -0.167, 0.076], [0.286, 0.162, -0.210], [0.486, 0.255, 0.456], [0.389, 0.317, -0.642], [1.723, -0.450, -0.716], [-0.748, 0.346, 0.593], [-0.974, 0.078, 0.177]]}


# 5
{"formula": "C5H12O2", "method": "ωB97M-V/def2-TZVPD", "relative_energy_kcal_mol": 44.77, "smiles": "CC[C@@H](O)[C@@H](C)O", "e_homo_ev": -9.75, "lumo_ev": 0.81, "species": ["C", "C", "C", "O", "C", "C", "O", "H", "H", "H", "H", "H", "H", "H", "H", "H", "H", "H", "H"], "coordinates": [[1.16061, -1.28804, 1.74957], [0.41226, -1.56885, 0.28221], [-0.52395, -0.37376, 0.07855], [-0.29647, 0.51119, 1.16476], [-0.31332, 0.49837, -1.16759], [-1.35130, 1.61489, -1.15445], [1.01194, 1.01458, -1.00776], [1.22154, -0.32721, 2.32290], [0.66416, -1.92409, 2.48139], [2.19477, -1.54734, 1.59560], [1.09444, -1.70142, -0.58414], [-0.16728, -2.51805, 0.28142], [-1.57593, -0.66777, 0.15224], [0.56379, 0.90314, 0.92705], [-0.36587, -0.06667, -2.10918], [-1.35231, 2.08357, -0.16600], [-1.14458, 2.37315, -1.91712], [-2.35250, 1.20970, -1.33827], [1.12000, 1.77460, -1.59118]], "forces_ev_per_angstrom": [[0.146, -1.189, -0.812], [0.504, 0.528, 1.103], [-0.181, 0.474, 0.281], [-0.879, 1.079, -0.363], [-0.277, -0.139, -0.069], [-0.038, 0.069, -0.064], [0.118, 0.155, -0.316], [-0.413, -0.649, -1.431], [0.331, -0.414, -0.082], [0.406, -0.735, 0.262], [0.078, 0.402, 0.795], [0.384, 0.584, 0.508], [0.114, 0.006, -0.149], [-0.404, 0.110, 0.316], [-0.027, -0.105, 0.205], [-0.005, -0.003, -0.254], [-0.019, -0.102, 0.013], [0.153, 0.039, -0.044], [0.009, -0.110, 0.100]]}


# 6
{"formula": "C5H12O3", "method": "ωB97M-V/def2-TZVPD", "relative_energy_kcal_mol": 140.48, "smiles": "CC(C)(CO)COO", "e_homo_ev": -8.92, "lumo_ev": 0.69, "species": ["C", "C", "C", "C", "O", "C", "O", "O", "H", "H", "H", "H", "H", "H", "H", "H", "H", "H", "H", "H"], "coordinates": [[-0.81412, 1.36314, 0.53787], [-0.01775, 0.25730, -0.09314], [1.30950, 0.67893, -0.67075], [-0.98696, -0.65516, -1.36954], [-2.13716, 0.01657, -1.78071], [-0.03834, -1.02774, 0.57411], [0.80469, -0.66441, 2.03931], [2.22475, -0.77096, 1.77031], [-1.11036, 1.22049, 1.57758], [-0.28094, 2.31390, 0.57421], [-1.76553, 1.61345, 0.07366], [1.97950, 0.92227, 0.15624], [1.78765, -0.14000, -1.20805], [1.17792, 1.52167, -1.34841], [-1.21452, -1.72780, -1.33455], [-0.29388, -0.55777, -2.20457], [-2.83314, -0.13836, -1.13131], [0.62435, -1.80124, 0.19338], [-0.97903, -1.32018, 1.03326], [2.56336, -1.10407, 2.61114]], "forces_ev_per_angstrom": [[-0.701, 0.855, 0.701], [-2.254, -2.309, -2.435], [-0.043, -0.256, 0.046], [1.140, 2.115, -1.227], [-0.549, 0.272, 0.314], [2.999, 1.130, 4.621], [-0.861, -0.872, -1.245], [-0.275, -0.025, -0.281], [0.360, -0.584, 0.122], [0.315, -0.144, -0.265], [-0.004, -0.241, -0.667], [-0.065, 0.258, -0.117], [-0.033, -0.033, -0.084], [0.098, 0.075, 0.052], [0.351, 0.081, 1.056], [0.062, -0.043, -0.069], [-0.003, 0.057, -0.126], [-0.409, -0.079, -0.203], [0.119, -0.172, -0.187], [-0.248, -0.085, -0.007]]}